No. 1
The following is a quantum chemistry calculation of 2 unconnected molecules or ions with the total composition C5H8OS2, from the Open Molecules 2025 dataset.

Last column: natural (NBO) charge in e.
Element x y z (Å)
S 1.984 -0.837 -1.558  -0.0692
S -2.479 0.370 1.012  0.2382
O -3.152 -2.075 1.433  -0.5365
C 1.091 0.829 -1.202  -0.4995
C 0.730 0.073 1.201  -0.6751
C -2.622 -1.295 0.642  0.1929
C 0.079 0.538 -0.067  -0.0725
C -1.144 0.735 -0.268  -0.2994
H 0.881 -1.105 1.197  0.2558
H 1.796 1.527 -0.878  0.2219
H -1.798 0.902 -1.343  0.2449
H -1.858 -1.622 -0.206  0.1389
H 3.711 -0.011 -1.113  0.1313
H 0.855 1.194 -2.240  0.2437
H 0.134 0.293 2.262  0.2566
H 1.792 0.484 1.129  0.2280

The value obtained for the HOMO-LUMO gap is 0.308 Ha. The charge is 0. For the energy above the lowest of the compared OMol25 structures with the same formula, charge and spin, the calculation gives 5.047 eV. Its spin multiplicity is 1.

---

No. 2
The following is a quantum chemistry calculation of 11 unconnected molecules or ions with the total composition C30H89N7O12, from the Open Molecules 2025 dataset.

Last column: Löwdin charge in e.
Element x y z (Å)
O -2.527 -1.165 2.413  -0.0881
O -6.185 1.598 2.888  -0.1728
O 0.713 -5.995 1.037  -0.0646
O 0.131 -0.531 -1.217  -0.1915
O -2.449 4.830 0.502  -0.0753
O 0.944 -5.464 4.055  -0.1849
O -0.345 5.765 -1.880  -0.0987
O -5.837 -2.663 0.411  -0.2011
O 2.505 3.500 3.934  -0.1650
O 2.780 2.668 -1.441  -0.0554
O 1.891 6.697 -5.723  -0.1800
O 3.765 -1.107 -3.483  -0.1827
N 2.513 -0.131 3.328  0.0481
N -2.516 1.718 2.468  0.0329
N -0.040 -2.764 1.703  0.0670
N 3.462 -3.292 -6.385  0.0149
N -5.606 -2.311 -2.498  0.0287
N 3.452 -6.348 2.595  0.0474
N -0.522 5.253 -4.759  0.0501
C 1.997 2.193 3.768  -0.2361
C 3.985 -1.605 -4.786  -0.2131
C -4.699 -3.031 -0.357  -0.2153
C 3.439 -5.471 3.761  -0.4518
C -0.582 4.565 -1.121  -0.2349
C 2.011 -2.181 0.572  -0.0573
C 1.508 4.291 4.570  -0.1050
C 1.065 3.317 -4.399  -0.0516
C -0.144 -1.683 -0.430  -0.1817
C 2.609 7.200 -6.841  -0.1086
C -6.797 -3.713 0.513  -0.1011
C 2.706 -0.157 -3.451  -0.0976
C 4.020 -4.112 -4.158  -0.0575
C 1.122 -6.356 5.136  -0.1227
C 2.121 -4.679 3.833  -0.2114
C 0.874 4.831 -4.641  -0.4214
C 3.621 1.516 1.937  -0.0546
C -4.917 1.226 2.420  -0.1833
C -0.421 0.664 -0.700  -0.0895
C 4.605 -4.472 3.694  -0.0581
C -6.508 1.350 4.211  -0.1319
C 3.358 -2.999 -4.958  -0.4511
C 0.611 -1.765 0.897  -0.4478
C -1.057 4.966 0.264  -0.2412
C -4.611 -0.605 -1.120  -0.0654
C -4.467 -2.049 -1.540  -0.3937
C 1.720 5.293 -5.826  -0.2190
C 3.050 1.234 3.314  -0.4297
C -3.832 2.081 3.082  -0.4062
C -3.984 3.585 3.039  -0.0584
H -0.487 6.002 -5.450  0.0834
H -4.775 1.457 1.361  0.1299
H -4.129 3.909 2.001  0.0694
H 2.898 8.228 -6.626  0.0862
H 1.123 2.197 3.096  0.1224
H 2.661 -6.964 2.796  0.0570
H 4.608 -3.953 4.657  0.0761
H -6.455 -2.135 -1.978  0.0555
H 1.889 5.310 4.598  0.0887
H -1.137 4.583 -5.211  0.0881
H -3.118 4.163 3.353  0.0773
H 3.567 -0.970 -5.574  0.1156
H -6.383 -4.689 0.776  0.0858
H -1.221 -1.666 -0.198  0.1080
H 2.792 -2.735 -6.912  0.0697
H -0.557 4.317 0.996  0.1007
H -5.933 1.956 4.922  0.0842
H -2.835 5.705 0.385  0.0946
H 0.346 -2.914 2.630  0.0693
H 3.910 -5.110 -4.572  0.0738
H 4.065 2.514 1.842  0.0812
H 2.650 -2.310 1.447  0.0510
H 3.089 -0.903 3.049  0.0536
H 2.802 1.439 1.220  0.0610
H 3.797 -3.938 -3.106  0.0757
H 1.589 -0.210 2.934  0.0425
H 1.874 7.277 -7.652  0.0874
H 2.040 -4.079 2.930  0.0865
H -4.818 0.152 2.603  0.1171
H 2.690 4.787 -5.845  0.1255
H -0.366 5.493 -2.822  0.0172
H 2.217 -3.965 4.665  0.1255
H 4.386 -3.654 2.996  0.0613
H -7.426 -3.483 1.377  0.0848
H 3.707 2.419 -1.535  0.0497
H 2.023 -3.042 -0.110  0.0864
H -0.001 0.903 0.286  0.0763
H 3.873 1.136 4.030  0.1438
H 3.201 -4.227 -6.680  0.0678
H 1.714 -5.979 5.982  0.0910
H 0.505 3.061 -3.497  0.0603
H 0.549 4.316 4.049  0.0776
H 2.471 0.025 -2.405  0.0614
H 3.581 -6.098 4.641  0.1219
H -7.402 -3.715 -0.394  0.0817
H -2.580 -0.225 2.714  0.0045
H -1.337 4.043 -1.710  0.1225
H -0.637 5.949 0.500  0.1273
H -4.615 -4.062 -0.701  0.1200
H 5.056 -1.677 -4.992  0.1275
H 1.195 5.026 -6.754  0.1305
H -6.347 0.322 4.579  0.0911
H -3.862 -2.845 0.338  0.1088
H 0.588 -0.818 1.452  0.1060
H -3.716 -0.473 -0.492  0.0562
H -3.677 1.776 4.124  0.1322
H 1.811 -0.563 -3.933  0.0940
H -3.523 -2.362 -1.986  0.1329
H 2.299 -3.046 -4.653  0.1321
H 1.589 1.814 4.718  0.1276
H -1.851 2.434 2.732  0.0643
H 1.381 3.936 5.594  0.0881
H 0.016 -2.533 -1.092  0.1328
H 0.169 -6.567 5.621  0.0875
H 4.475 0.848 1.828  0.0817
H -4.517 0.032 -1.995  0.0828
H 5.550 -4.918 3.402  0.0766
H 3.080 -5.849 1.788  0.0595
H -1.507 0.580 -0.602  0.0790
H 0.330 3.980 -0.975  0.0939
H -2.517 1.697 1.453  0.0722
H 0.420 -5.096 0.819  0.0111
H 2.106 3.089 -4.167  0.0628
H -3.131 -1.644 2.994  0.0459
H 2.385 1.943 -0.943  0.0043
H 3.478 6.638 -7.182  0.0867
H -5.461 -0.437 -0.468  0.0762
H -0.094 -6.464 1.268  0.0398
H 1.633 -7.243 4.757  0.0850
H 5.099 -3.911 -4.234  0.0801
H -4.910 3.964 3.481  0.0801
H -0.056 1.447 -1.363  0.0735
H -5.541 -3.260 -2.843  0.0595
H 2.591 -1.569 -0.133  0.0825
H 0.752 2.679 -5.227  0.0817
H 3.021 0.770 -3.941  0.0796
H 1.314 5.252 -3.733  0.1302
H -0.986 -2.460 1.924  0.0423
H -7.576 1.505 4.352  0.0911

The value obtained for the HOMO-LUMO gap is 0.341 Ha. The charge is 0. Its spin multiplicity is 1.

---

No. 3
The following is a quantum chemistry calculation of a molecular structure, C6H10O, from the Open Molecules 2025 dataset.

Last column: natural (NBO) charge in e.
Element x y z (Å)
O 0.218 -0.168 -1.384  -0.5329
C -0.370 1.103 0.563  -0.4167
C 0.630 0.111 -0.035  0.2076
C -0.866 -0.916 -0.796  0.0192
C 2.126 0.310 0.075  -0.6218
C -1.904 0.102 -0.450  -0.3521
C -0.145 -1.092 0.540  -0.4658
H 2.646 -0.507 -0.439  0.2267
H -0.050 1.215 1.639  0.2102
H 2.466 0.331 1.115  0.2157
H -0.819 -0.441 1.234  0.2525
H 2.419 1.247 -0.407  0.2210
H -0.546 2.084 0.178  0.2013
H 0.357 -2.048 0.761  0.2208
H -1.127 -1.797 -1.389  0.2065
H -2.728 -0.283 0.171  0.1999
H -2.314 0.619 -1.336  0.2079

The value obtained for the HOMO-LUMO gap is 0.376 Ha. The charge is 0. For the energy above the lowest of the compared OMol25 structures with the same formula, charge and spin, the calculation gives 4.066 eV. Its spin multiplicity is 1.